The following is a quantum chemistry calculation of C18H49O7V as an isolated structure at a distorted geometry, from the OMol25 dataset.

Element x y z (Å)
V  -7.240  27.922  20.607
O  -8.064  27.392  18.755
H  -7.686  26.775  18.099
C  -10.725  26.494  22.761
C  -9.265  26.028  22.654
C  -9.186  24.522  22.489
O  -8.844  26.634  21.421
H  -11.183  26.048  23.644
H  -11.373  26.149  21.955
H  -10.850  27.565  22.915
H  -8.769  26.340  23.573
H  -10.018  23.904  22.826
H  -8.470  24.134  23.213
H  -8.915  24.227  21.475
H  -9.469  26.323  20.762
C  -9.170  29.916  15.399
C  -7.945  28.911  15.476
C  -6.868  29.149  14.386
O  -7.361  28.925  16.741
H  -8.764  30.924  15.477
H  -9.934  29.692  16.143
H  -9.622  29.817  14.412
H  -8.237  27.875  15.307
H  -7.243  29.824  13.617
H  -6.306  28.264  14.088
H  -6.051  29.729  14.817
H  -7.816  28.312  17.323
C  -4.380  28.496  17.692
C  -4.504  29.032  19.160
C  -4.057  30.504  19.272
O  -5.898  29.057  19.348
H  -3.347  28.180  17.542
H  -4.599  29.302  16.991
H  -5.055  27.691  17.402
H  -3.927  28.357  19.792
H  -4.812  31.233  18.979
H  -3.151  30.607  18.675
H  -3.647  30.800  20.237
H  -6.243  29.243  18.471
C  -11.558  25.962  17.131
C  -11.630  26.531  18.477
C  -12.927  26.103  19.135
O  -10.528  26.257  19.221
H  -10.758  26.355  16.504
H  -12.428  26.231  16.533
H  -11.654  24.879  17.217
H  -11.771  27.610  18.414
H  -13.790  26.191  18.474
H  -13.047  26.629  20.082
H  -12.718  25.081  19.450
H  -9.795  26.683  18.770
C  -5.003  24.920  18.909
C  -6.062  24.872  19.967
C  -6.053  23.540  20.789
O  -5.928  25.979  20.947
H  -5.077  25.879  18.397
H  -5.242  24.123  18.205
H  -4.045  25.052  19.413
H  -6.986  25.046  19.416
H  -5.116  23.190  21.222
H  -6.535  22.807  20.142
H  -6.647  23.549  21.703
H  -5.458  25.651  21.717
C  -7.535  23.557  16.239
C  -7.924  24.270  14.972
C  -6.789  24.857  14.194
O  -8.533  23.318  14.148
H  -7.040  24.260  16.908
H  -6.784  22.772  16.157
H  -8.359  23.099  16.787
H  -8.720  25.006  15.088
H  -7.081  25.181  13.195
H  -5.959  24.151  14.176
H  -6.322  25.764  14.578
H  -8.889  23.798  13.397

The expectation value of S² is 3.755. Its total charge is +1. The energy above the lowest of the compared OMol25 structures with the same formula, charge and spin comes out at 361.2 kJ/mol. Its multiplicity is 4. The value obtained for the calculated total energy is -2185.61472 hartree. Its orbital gap (spin up / spin down) is 8.472 / 8.385 eV.

***

The following is a quantum chemistry calculation of C18H50AgO10S6Tl as an isolated structure at a distorted geometry, from the OMol25 dataset.

Element x y z (Å)
Ag  -0.477  3.665  1.271
Tl  0.444  0.136  0.416
C  0.174  4.567  -2.740
C  -0.339  3.282  -2.120
O  0.522  2.818  -1.128
H  1.213  4.429  -3.037
H  0.222  5.407  -2.047
H  -0.371  4.768  -3.662
H  -0.487  2.558  -2.921
H  -1.376  3.403  -1.807
C  -3.441  3.107  2.755
C  -3.366  2.195  1.478
O  -2.066  1.830  1.227
H  -2.914  2.666  3.601
H  -4.446  3.350  3.102
H  -2.959  4.062  2.547
H  -3.837  2.758  0.673
H  -4.040  1.440  1.883
O  3.034  -0.354  1.917
C  3.177  0.549  2.964
C  2.500  2.060  3.048
O  1.197  2.315  2.470
H  4.243  0.563  3.191
H  2.791  0.057  3.856
H  3.209  2.754  2.597
H  2.503  2.575  4.008
C  3.982  2.910  -0.303
S  4.051  1.540  -1.524
O  2.883  0.708  -0.983
C  3.374  2.322  -3.112
H  4.798  3.612  -0.475
H  4.223  2.640  0.726
H  3.158  3.619  -0.375
H  3.001  3.274  -2.737
H  2.512  1.753  -3.460
H  3.954  2.653  -3.973
C  -1.685  -4.521  2.485
S  -1.933  -3.700  0.845
O  -0.973  -2.532  0.729
C  -1.408  -5.091  -0.298
H  -2.608  -4.953  2.871
H  -1.394  -3.847  3.291
H  -0.903  -5.257  2.298
H  -1.432  -4.563  -1.251
H  -2.044  -5.973  -0.217
H  -0.380  -5.384  -0.085
C  0.047  -0.401  -4.976
S  0.934  -1.307  -3.653
O  0.751  -0.544  -2.299
C  -0.081  -2.792  -3.690
H  0.358  0.640  -5.064
H  -1.021  -0.466  -4.768
H  0.239  -0.823  -5.962
H  0.061  -3.354  -4.613
H  -1.126  -2.552  -3.494
H  0.174  -3.503  -2.903
C  -3.271  0.946  -3.003
S  -3.182  -0.617  -1.933
O  -1.877  -0.435  -1.111
C  -4.581  -0.300  -0.842
H  -4.102  0.865  -3.704
H  -2.309  1.146  -3.475
H  -3.417  1.823  -2.372
H  -5.428  -0.654  -1.428
H  -4.677  0.759  -0.602
H  -4.372  -0.814  0.096
C  3.408  -3.715  0.968
S  2.602  -3.527  -0.678
O  1.342  -2.668  -0.536
C  3.707  -2.544  -1.779
H  3.505  -2.736  1.437
H  4.342  -4.224  0.728
H  2.731  -4.339  1.552
H  3.356  -2.552  -2.811
H  4.719  -2.947  -1.760
H  3.734  -1.499  -1.474
C  -2.636  -0.465  4.203
S  -0.888  -1.219  4.214
O  -0.267  -0.937  2.890
C  -0.135  0.031  5.395
H  -3.133  -1.281  3.679
H  -2.618  0.464  3.633
H  -3.092  -0.301  5.180
H  -0.409  -0.174  6.430
H  -0.602  1.010  5.287
H  0.927  -0.160  5.244

Its total charge is 0. The value obtained for the calculated total energy is -4176.13887 hartree. Its orbital gap is 3.913 eV.

***

The following is a quantum chemistry calculation of a 12-piece molecular cluster, C18H50BN10O19 overall at a distorted geometry, from the OMol25 dataset.

Element x y z (Å)
O  27.139  -7.774  6.855
C  27.097  -7.689  8.051
O  28.103  -7.861  8.882
B  27.657  -7.624  10.256
O  26.227  -7.276  10.152
C  25.841  -7.365  8.886
O  24.734  -7.303  8.452
O  28.392  -6.508  10.889
C  28.878  -6.885  12.079
O  29.499  -6.199  12.828
C  28.510  -8.380  12.242
O  27.886  -8.767  11.150
O  28.757  -9.080  13.179
O  25.336  -9.040  4.994
H  25.858  -9.834  5.133
H  25.884  -8.329  5.360
O  29.114  -5.730  6.298
H  28.337  -6.303  6.183
H  28.863  -5.114  6.990
O  30.334  -11.408  13.420
H  30.286  -10.475  13.653
H  31.031  -11.769  13.976
C  28.174  -6.423  17.090
O  28.048  -6.239  18.284
N  27.259  -7.048  16.295
N  29.263  -5.920  16.382
H  27.406  -7.219  15.317
H  26.516  -7.566  16.721
H  29.703  -5.101  16.747
H  29.438  -6.358  15.495
C  22.102  -9.919  6.785
O  21.627  -10.230  7.863
N  22.156  -10.763  5.718
N  22.596  -8.651  6.567
H  21.590  -11.588  5.780
H  22.419  -10.398  4.821
H  22.939  -8.207  7.403
H  23.083  -8.458  5.708
C  27.393  -3.009  11.679
O  26.680  -2.528  12.554
N  27.098  -4.218  11.085
N  28.506  -2.397  11.196
H  26.388  -4.744  11.565
H  27.854  -4.720  10.649
H  28.646  -1.416  11.340
H  29.054  -2.849  10.469
C  31.114  -4.532  9.191
O  30.239  -3.696  9.348
N  31.093  -5.764  9.755
N  32.172  -4.305  8.335
H  31.846  -6.420  9.681
H  30.217  -6.070  10.151
H  32.741  -5.051  7.985
H  32.076  -3.456  7.808
C  25.265  -10.340  14.084
O  25.559  -11.521  13.983
N  24.560  -9.853  15.159
N  25.508  -9.420  13.115
H  24.298  -10.391  15.958
H  24.324  -8.881  15.064
H  26.280  -9.547  12.484
H  25.267  -8.455  13.268
C  25.110  -2.503  7.740
C  25.151  -3.988  7.414
C  24.004  -4.398  6.493
O  26.319  -4.421  6.724
H  24.078  -2.234  7.961
H  25.495  -1.925  6.894
H  25.723  -2.244  8.605
H  24.963  -4.533  8.349
H  24.043  -5.477  6.335
H  24.023  -3.899  5.525
H  23.045  -4.225  6.992
H  27.085  -3.886  6.952
C  26.253  -11.479  10.363
C  24.780  -11.884  10.452
C  24.209  -12.078  9.062
O  24.638  -13.117  11.186
H  26.318  -10.672  9.619
H  26.850  -12.247  9.870
H  26.611  -11.105  11.313
H  24.207  -11.141  11.018
H  24.205  -11.129  8.519
H  23.145  -12.319  9.127
H  24.746  -12.839  8.498
H  25.231  -13.008  11.941
C  28.663  -10.533  16.116
C  28.239  -10.498  17.568
C  26.754  -10.302  17.765
O  28.653  -11.689  18.247
H  28.533  -9.548  15.652
H  28.007  -11.147  15.492
H  29.718  -10.742  15.950
H  28.792  -9.696  18.061
H  26.098  -11.099  17.403
H  26.343  -9.332  17.517
H  26.592  -10.439  18.844
H  28.571  -12.431  17.639

Its total charge is -1. The energy above the lowest of the compared OMol25 structures with the same formula, charge and spin comes out at 0.0 kJ/mol. The value obtained for the calculated total energy is -2718.39076 hartree. Its orbital gap is 9.248 eV.